Computed, not measured: a structure of composition C41H34BNO17S at a distorted geometry, with ωB97M-V/def2-TZVPD.

Properties
HOMO in eV: -8.94
Gap between HOMO and LUMO in Ha: 0.2499
F_max in hartree/bohr: 0.07670
Lowest unoccupied orbital energy in Ha: -0.07860

```
95
Properties=species:S:1:pos:R:3:forces:R:3
O 1.584826 -3.857286 2.182247 0.3060 -0.2643 -0.0016
C 0.703325 -3.040092 2.378510 -0.2775 0.7671 0.7973
O -0.207736 -2.956297 3.246220 0.1757 -0.0889 -0.0340
C 0.679753 -1.798368 1.417842 0.2426 -1.0532 -2.1733
O 1.822134 -1.668913 0.621762 -0.3326 1.0317 0.4582
B 2.976934 -1.108597 1.144304 1.3261 -0.0901 -0.0741
O 3.846249 -0.458388 0.315783 -0.0858 -0.7933 3.8624
O 3.281918 -1.170958 2.484159 -0.2435 0.0006 0.2610
N 0.321971 -0.564882 2.209992 -1.0963 -0.8012 0.9940
C -1.207155 -0.517940 2.267381 -0.4675 1.4708 -1.5659
C -1.731291 -1.550663 1.270853 1.1369 -0.2776 0.4881
C -0.495879 -1.902294 0.428462 -0.7966 -0.1582 0.9024
S -0.677238 -3.493969 -0.379019 0.2245 -0.0885 -0.7446
H 3.573109 -0.557777 -0.614196 0.2765 -0.1577 -0.2616
H 2.922225 -1.965929 2.902806 0.0136 -0.0612 -0.0549
H 0.632177 0.314202 1.809937 0.5511 -0.1502 0.0718
H 0.638764 -0.741202 3.164261 0.3485 0.3934 -0.0390
H -1.449819 0.455535 1.828652 -0.0391 0.0926 0.3181
H -1.602099 -0.537966 3.275775 0.3535 -0.4286 0.1017
H -1.989747 -2.419220 1.857085 -0.3883 -0.0987 -0.3725
H -2.517395 -1.173452 0.632232 -0.2363 -0.0893 0.3044
H -0.352725 -1.178361 -0.378089 0.1489 -0.0430 0.0075
H -1.097580 -4.223472 0.658199 0.0099 0.1324 0.2636
C 2.361212 1.099612 -3.395208 0.2207 0.0485 0.0694
C 2.021796 2.358120 -3.664284 0.0441 -0.0067 0.0419
C 2.320159 3.461295 -2.716633 -0.0200 0.0696 0.0467
O 2.012144 4.607191 -2.961080 -0.0112 -0.0412 -0.0002
C 3.010033 3.107091 -1.448003 -0.1040 -0.0419 -0.1426
C 3.341400 1.849672 -1.170255 0.0917 0.1185 0.1530
C 3.041610 0.752060 -2.123960 -0.2650 0.7972 -0.3743
O 3.334286 -0.400305 -1.863211 -0.7828 -0.1645 -3.2215
H 2.144910 0.280111 -4.062701 -0.0420 -0.0476 0.0356
H 1.514142 2.640842 -4.577847 0.0043 0.0070 0.0054
H 3.219220 3.927771 -0.773547 0.0316 0.0069 -0.0228
H 3.839564 1.566135 -0.251202 -0.0356 0.0972 -0.1150
C -4.427071 2.270119 -1.311128 -0.0136 -0.0276 -0.0092
C -5.508010 3.040733 -1.382095 -0.0200 -0.0336 0.0105
C -6.372064 3.265089 -0.196024 -0.0014 -0.0446 0.0020
O -7.352601 3.974889 -0.254063 0.0219 0.0440 0.0085
C -5.987093 2.593709 1.073908 0.0115 -0.0007 -0.0024
C -4.906538 1.822023 1.142844 0.0052 0.0311 0.0032
C -4.042103 1.605579 -0.044201 -0.0285 -0.0381 -0.0329
O -3.051808 0.904699 0.025211 0.0098 0.2283 -0.0188
H -3.777803 2.096574 -2.159278 0.0211 0.0077 0.0148
H -5.806090 3.542196 -2.293644 -0.0046 0.0201 0.0109
H -6.633231 2.772842 1.923953 -0.0184 0.0082 -0.0154
H -4.604455 1.321045 2.054238 0.0092 -0.0185 -0.0135
C 9.455517 -0.144807 -0.511965 0.0066 -0.0093 0.0059
C 9.636486 -0.989498 0.499056 -0.0075 0.0138 -0.0167
C 8.497150 -1.441392 1.342638 -0.0127 0.0119 -0.0128
O 8.669833 -2.208556 2.264425 0.0173 0.0058 -0.0010
C 7.148717 -0.915341 1.011250 -0.0180 -0.0222 0.0306
C 6.970600 -0.070440 -0.000097 0.0925 0.0307 -0.0320
C 8.105465 0.381071 -0.840213 -0.0099 -0.0233 0.0482
O 7.939186 1.152889 -1.761964 -0.0005 0.0232 -0.0301
H 10.268392 0.199202 -1.138931 -0.0119 0.0093 -0.0127
H 10.608872 -1.387686 0.759814 -0.0084 -0.0140 0.0185
H 6.328735 -1.254804 1.632269 -0.0203 0.0047 -0.0147
H 5.995318 0.318876 -0.253403 -0.0098 -0.0362 0.0138
C -6.456945 -3.740102 4.398972 0.0103 0.0080 -0.0126
C -6.052646 -3.308228 3.208106 -0.0030 0.0127 0.0115
C -4.616810 -3.332002 2.832357 0.1890 -0.0679 0.0703
O -4.237542 -2.935653 1.749496 -0.3839 -0.0798 0.0077
C -3.644176 -3.853471 3.830726 -0.0266 -0.0119 -0.0260
C -4.053248 -4.283486 5.021870 -0.0024 0.0066 -0.0011
C -5.488666 -4.262852 5.400512 0.0147 -0.0013 -0.0138
O -5.864468 -4.654289 6.483624 -0.0066 0.0064 0.0062
H -7.496918 -3.735817 4.699959 0.0048 -0.0147 0.0200
H -6.737261 -2.924858 2.461799 0.0155 -0.0044 -0.0165
H -2.597678 -3.858805 3.538745 0.0019 0.0299 0.0277
H -3.367803 -4.666165 5.767301 -0.0091 -0.0037 0.0079
C -1.833885 6.589749 1.611358 -0.0084 -0.0164 -0.0089
C -1.773806 6.042842 0.400390 0.0025 -0.0120 0.0198
C -3.007170 5.746725 -0.371626 -0.0291 0.0263 0.0176
O -2.954497 5.239754 -1.471562 0.0081 -0.0317 -0.0227
C -4.310152 6.088082 0.255861 0.0120 -0.0064 -0.0029
C -4.370841 6.634094 1.467209 0.0035 -0.0177 0.0002
C -3.136840 6.928562 2.242019 0.0030 0.0042 -0.0178
O -3.190188 7.425386 3.344782 -0.0012 -0.0123 0.0108
H -0.950356 6.815313 2.194944 -0.0127 0.0170 0.0140
H -0.837833 5.787720 -0.080567 -0.0061 0.0072 -0.0320
H -5.196370 5.869049 -0.327191 0.0073 0.0300 -0.0199
H -5.307890 6.890550 1.945182 0.0084 0.0096 0.0133
C 0.952481 -3.827811 -4.393515 0.0078 -0.0974 0.0729
C 1.235443 -4.861433 -5.180079 0.0265 0.0590 -0.0724
C 1.844082 -4.651738 -6.518638 0.0206 -0.0087 0.0279
O 2.105422 -5.580994 -7.249489 -0.0108 0.0212 -0.0114
C 2.133564 -3.249208 -6.930754 -0.0214 0.0034 0.0274
C 1.851444 -2.220127 -6.136703 -0.0288 0.0290 0.0044
C 1.229787 -2.435016 -4.807758 -0.0501 -0.1299 0.1773
O 0.953657 -1.516545 -4.060835 0.0104 0.0624 -0.2614
H 0.524612 -3.934405 -3.406075 -0.0468 -0.0471 0.0594
H 1.047956 -5.887363 -4.891046 0.0058 -0.0051 -0.0187
H 2.583070 -3.125202 -7.907698 0.0026 -0.0265 -0.0025
H 2.051913 -1.194592 -6.421476 0.0004 0.0031 0.0050
```
Forces are in eV/Å.

Computed, not measured: the molecule C3H5N3OS at a distorted geometry, with ωB97M-V/def2-TZVPD.

Properties
HOMO in eV: -8.70
Gap between HOMO and LUMO in Ha: 0.2970
F_max in hartree/bohr: 0.09502
ΔE to the lowest compared entry with this formula, charge and spin in kJ/mol: 230.52
SMILES: N/N=C/C(=O)NC=S
Lowest unoccupied orbital energy in Ha: -0.02280

```
13
Properties=species:S:1:pos:R:3:forces:R:3
N 2.095133 -0.059369 -3.151648 -0.5668 -0.6530 0.2536
N 1.306310 0.175909 -1.927516 4.3457 -0.4633 -2.1848
C 0.237088 -0.427185 -1.869593 -3.3366 -0.5717 0.1627
C -0.645254 -0.414200 -0.676621 -0.0061 -0.3549 1.5192
O -1.598360 -1.165874 -0.705892 0.3362 0.7820 0.4194
N -0.223220 0.279095 0.506375 0.0765 0.2001 -2.3082
C -0.804620 0.102300 1.688380 -1.5534 -1.2933 2.9286
S -0.345293 0.804891 3.121214 -0.2282 -0.2464 -1.2761
H 3.095471 -0.310238 -3.012290 -1.1101 0.8928 0.8798
H 1.762425 -0.861666 -3.736920 -0.3463 0.9278 0.9118
H -0.361797 -1.029348 -2.571073 1.1215 -0.0526 -0.5806
H 0.499710 1.006340 0.413555 -0.3488 -0.6770 0.0860
H -1.655078 -0.691280 1.770970 1.6165 1.5095 -0.8114
```
Forces are in eV/Å.

Computed, not measured: the molecule C20H27NO2, with ωB97M-V/def2-TZVPD.

Properties
HOMO in eV: -7.85
Gap between HOMO and LUMO in Ha: 0.3200
F_max in hartree/bohr: 0.01865
ΔE to the lowest compared entry with this formula, charge and spin in kJ/mol: 152.99
SMILES: CC1(C)C[C@H](NCC[C@@H](c2ccccc2)c2ccco2)CCO1
Lowest unoccupied orbital energy in Ha: 0.03144

```
50
Properties=species:S:1:pos:R:3:forces:R:3
C -3.858619 -1.262308 -1.388324 -0.0762 0.3312 0.2617
C -3.950615 -0.659515 0.020540 0.1387 -0.5013 0.2723
C -4.699831 -1.635857 0.931859 0.1344 0.3703 -0.2555
C -2.551724 -0.385851 0.599603 -0.1613 0.1798 -0.3945
C -1.862612 0.810545 -0.059830 -0.2686 0.0827 0.2516
N -0.562158 0.989209 0.548391 -0.0910 0.0064 0.0967
C 0.290846 2.010895 -0.020819 0.1646 0.1960 0.2669
C 1.753101 1.722900 0.325821 -0.2613 0.0141 -0.4191
C 2.292466 0.511596 -0.452384 -0.1437 -0.0412 0.1490
C 3.776019 0.304794 -0.241750 0.0455 0.0406 -0.1820
C 4.602465 0.093484 -1.338162 -0.0399 0.0289 0.0073
C 5.960120 -0.118836 -1.175599 0.0848 -0.0245 -0.0411
C 6.514022 -0.123296 0.092240 0.0963 -0.0210 -0.0119
C 5.699984 0.084705 1.192319 0.0345 -0.0115 0.0915
C 4.342850 0.295407 1.026594 -0.0307 0.0426 -0.0265
C 1.547384 -0.743994 -0.117791 0.4032 -0.2191 0.6887
C 1.485261 -1.511019 1.008678 0.2289 0.3421 -0.4828
C 0.623750 -2.592556 0.705153 -0.2379 -0.0108 -0.4901
C 0.231847 -2.405787 -0.582810 -0.2407 -0.6826 0.6293
O 0.792234 -1.294441 -1.088846 0.0531 0.3805 -0.4123
C -2.807877 2.018983 0.038780 -0.0722 -0.4075 -0.2881
C -4.153526 1.648425 -0.583391 0.1029 0.4084 -0.0247
O -4.740494 0.528618 0.031938 -0.0966 -0.1708 0.1182
H -4.855572 -1.335091 -1.817030 -0.0897 -0.0321 -0.0471
H -3.240932 -0.659171 -2.047261 0.0712 0.0192 -0.1409
H -3.426340 -2.257208 -1.329821 0.0783 -0.1199 -0.0213
H -5.671650 -1.865600 0.504266 -0.1294 -0.0759 -0.0490
H -4.131476 -2.553833 1.049927 0.0587 -0.1362 0.0137
H -4.855075 -1.182330 1.906822 0.0123 0.0403 0.1253
H -1.926050 -1.271540 0.490118 0.0100 -0.0104 0.0437
H -2.655480 -0.173202 1.666688 -0.0115 0.0046 0.1058
H -1.676659 0.592893 -1.119137 -0.0521 -0.0055 0.0148
H -0.650571 1.118817 1.550675 -0.0071 -0.0570 -0.0229
H 0.034922 3.027684 0.324108 0.0080 -0.0829 -0.1648
H 0.164555 1.988208 -1.107029 -0.0088 0.0585 -0.0262
H 1.827043 1.540640 1.397602 0.0782 0.0416 0.1099
H 2.364276 2.594001 0.080729 0.0491 0.0099 0.0765
H 2.119821 0.694857 -1.518651 0.0531 0.0038 0.0633
H 4.178357 0.094160 -2.332514 -0.0677 0.0042 -0.0887
H 6.586136 -0.280947 -2.041031 0.0463 -0.0101 -0.0662
H 7.573386 -0.287882 0.222865 0.0796 -0.0100 0.0116
H 6.124660 0.082153 2.185827 0.0263 0.0006 0.0769
H 3.723268 0.454104 1.895402 -0.0778 0.0299 0.1241
H 1.984428 -1.337509 1.939094 0.1647 0.1099 0.1809
H 0.339583 -3.393121 1.357705 -0.0987 -0.2007 0.0653
H -0.407169 -2.973416 -1.230405 -0.0506 -0.0098 -0.1685
H -2.392902 2.883916 -0.481081 0.0099 0.0725 0.0027
H -2.953188 2.278244 1.090602 0.0209 0.0340 0.0599
H -4.878271 2.455821 -0.447943 0.0951 -0.0423 -0.1257
H -4.024001 1.479246 -1.662744 -0.0349 0.0300 0.0421
```
Forces are in eV/Å.

Computed, not measured: the molecule C4H4N2O, with ωB97M-V/def2-TZVPD.

Properties
HOMO in eV: -8.44
Gap between HOMO and LUMO in Ha: 0.3048
F_max in hartree/bohr: 0.01163
ΔE to the lowest compared entry with this formula, charge and spin in kJ/mol: 388.05
Lowest unoccupied orbital energy in Ha: -0.00522

```
11
Properties=species:S:1:pos:R:3:forces:R:3
N 2.362856 0.151523 0.021785 -0.4893 -0.3435 0.0013
C 1.410318 -0.644066 0.025045 0.1057 0.3315 -0.0047
C 0.654228 -1.789886 0.036914 -0.0119 0.0035 -0.0005
N -0.150268 -0.735391 0.008738 0.1124 0.1252 0.0001
C -1.305571 -0.115808 -0.015037 0.1836 -0.0175 0.0024
C -1.228123 1.335212 -0.039649 0.2719 0.1900 0.0002
O -0.177609 1.958333 -0.039662 -0.4454 -0.1014 -0.0029
H 2.070050 1.127329 0.001346 -0.0649 -0.1045 0.0003
H 0.588241 -2.864516 0.056255 -0.1332 0.0331 -0.0028
H -2.258651 -0.646012 -0.016044 0.3770 -0.0131 0.0048
H -2.197685 1.870662 -0.058729 0.0939 -0.1033 0.0018
```
Forces are in eV/Å.

Computed, not measured: a structure of composition C6H4N3O2S at a distorted geometry, with ωB97M-V/def2-TZVPD.

Properties
Charge: -1
HOMO in eV: -2.06
Gap between HOMO and LUMO in Ha: 0.2021
F_max in hartree/bohr: 0.07661
ΔE to the lowest compared entry with this formula, charge and spin in kJ/mol: 5.59
Lowest unoccupied orbital energy in Ha: 0.12657

```
16
Properties=species:S:1:pos:R:3:forces:R:3
C 0.327172 0.931688 0.011440 0.0164 0.4366 -0.0838
C -0.932979 1.493741 -0.059636 0.3035 0.4082 0.0376
C 0.451933 -0.469282 0.028601 -0.1132 -0.2507 0.0074
C -0.662543 -1.254966 -0.035583 0.4412 0.3692 0.0701
C -1.998451 -0.715921 -0.134339 -0.6013 -0.5874 -0.2488
C -2.024636 0.673129 -0.157607 -2.7932 1.8281 0.5196
N -2.984355 -1.582433 -0.242273 -0.4039 0.2985 0.0172
N -0.682904 -2.657961 0.051187 -0.1414 -0.6885 0.1052
N -3.681650 1.636139 0.010674 3.3197 -2.0361 -0.5957
O -4.714020 1.010052 -0.040967 0.4418 0.8633 0.1519
O -3.522379 2.837732 0.142191 -0.6438 -0.5897 -0.0172
S -2.388042 -3.134685 -0.150892 0.3817 -0.4363 0.0669
H 1.209804 1.552323 0.075569 -0.0178 0.0900 -0.0367
H -1.082061 2.562967 -0.052087 -0.0137 0.1034 0.0628
H 1.431711 -0.925269 0.107071 0.0160 -0.0487 0.0499
H -0.072579 -3.129344 -0.605711 -0.1920 0.2398 -0.1065
```
Forces are in eV/Å.

Computed, not measured: the molecule C5H11N, with ωB97M-V/def2-TZVPD.

Properties
HOMO in eV: -6.34
Gap between HOMO and LUMO in Ha: 0.2700
F_max in hartree/bohr: 0.00400
ΔE to the lowest compared entry with this formula, charge and spin in kJ/mol: 240.22
Lowest unoccupied orbital energy in Ha: 0.03700

```
17
Properties=species:S:1:pos:R:3:forces:R:3
C 0.565944 1.295734 1.977005 0.0554 -0.0249 0.0899
C -0.326544 0.970414 0.771244 0.0462 0.1125 -0.0927
C -0.542636 -0.498349 0.558350 -0.0537 -0.0344 -0.0969
C -0.754078 -2.354340 -0.918620 -0.0216 -0.1493 0.0185
N -0.243201 -1.171199 -0.553526 -0.0794 0.1054 0.1578
C 0.703945 -0.576449 -1.510786 0.1176 0.0686 -0.0537
H 0.190796 0.796939 2.878799 0.0662 0.0899 -0.1471
H 1.592223 0.947000 1.810653 -0.1746 0.0385 0.0280
H 0.595946 2.374937 2.174959 -0.0127 -0.1944 -0.0554
H -1.302368 1.459047 0.925692 0.1343 -0.1039 -0.0300
H 0.091280 1.447761 -0.123253 -0.0796 -0.1082 0.1241
H -1.174285 -1.040443 1.257401 0.0778 0.0666 -0.1171
H -1.539963 -2.780600 -0.309819 0.1179 0.0687 -0.0563
H -0.242571 -2.936657 -1.669310 -0.0303 0.1286 0.0824
H 1.481643 -0.032746 -0.973207 -0.1097 -0.0649 -0.0577
H 0.177267 0.098355 -2.190340 0.0539 -0.1165 0.1303
H 1.161171 -1.382100 -2.085398 -0.1075 0.1177 0.0759
```
Forces are in eV/Å.

- Which formula does entry 6 have?
  C5H11N

- Among the records above, which one has the lowest F_max?
  C5H11N